The following is a quantum chemistry calculation of C34H28CdF3N4O6Sb as an isolated structure, from the Open Molecules 2025 dataset.

```
77
Properties=species:S:1:pos:R:3:forces:R:3
Cd -0.05721 0.07219 -0.04256 0.618 -0.071 4.200
O 3.54321 1.28666 -2.34599 0.035 -0.016 -0.064
C 2.83763 1.77014 -3.37748 0.138 -0.003 0.053
C 3.54808 2.11616 -4.53398 -0.070 0.027 -0.058
C 2.89388 2.62679 -5.63704 -0.033 -0.018 0.019
C 1.51301 2.80090 -5.60749 -0.003 0.006 -0.037
C 0.81131 2.45311 -4.46637 0.080 0.023 -0.030
C 1.44194 1.93462 -3.33356 -0.468 0.012 -0.467
C 0.63148 1.55885 -2.11613 1.325 0.590 -0.465
O 1.40389 1.30669 -1.07455 -1.405 0.309 -0.911
N -0.65894 1.55621 -2.28516 -0.117 -0.004 -0.100
N -1.45776 1.27284 -1.12582 0.815 1.592 -0.917
C -2.02640 2.32839 -0.67137 -0.517 -0.095 0.388
C -2.59581 2.40097 0.66722 0.169 -0.368 0.066
C -3.90536 2.84862 0.85207 0.153 0.025 0.153
C -4.47307 2.92808 2.10855 -0.132 0.040 0.016
C -3.68359 2.56953 3.22083 0.016 0.019 -0.086
C -2.38346 2.16612 3.08946 0.084 0.086 0.041
C -1.72504 2.05737 1.80560 -0.546 0.232 -0.245
O -0.52706 1.73233 1.69495 -0.210 1.144 -0.201
H 2.86667 1.18173 -1.61476 0.019 -0.021 0.107
H 4.62142 1.97495 -4.53268 0.003 -0.013 0.041
H 3.45963 2.89366 -6.52285 0.008 -0.002 0.005
H 0.98804 3.20400 -6.46512 0.017 0.006 -0.003
H -0.26170 2.58231 -4.42915 -0.011 -0.031 0.072
H -2.02576 3.23256 -1.29106 0.018 -0.113 -0.161
H -4.49628 3.10947 -0.02347 0.010 0.022 -0.001
H -5.50019 3.24932 2.23655 0.006 -0.003 -0.002
H -4.11602 2.61747 4.21690 -0.021 0.000 -0.012
H -1.79506 1.90423 3.96298 0.016 -0.066 -0.094
C -3.51397 -3.27289 0.84311 -0.098 -0.119 0.028
O -2.64312 -3.28295 -0.28745 -0.115 -0.054 0.060
C -1.78019 -2.23231 -0.28589 -0.187 -0.459 -0.766
O -1.75173 -1.38527 0.55463 -1.437 -0.567 -0.892
N -1.00419 -2.34677 -1.42702 -0.112 0.037 0.102
N 0.00067 -1.41942 -1.77264 -0.713 -1.311 -0.364
H -4.15256 -4.14878 0.74317 0.052 -0.017 -0.070
H -4.12300 -2.36999 0.85318 0.062 0.050 0.045
H -2.94430 -3.33402 1.76952 0.008 0.100 -0.002
H -1.18667 -3.13415 -2.02342 0.104 -0.066 0.020
H -0.25494 -1.00095 -2.66049 0.209 0.285 0.040
H 0.89087 -1.90375 -1.83641 0.059 0.070 0.067
F 7.14598 -4.71763 3.85185 0.019 -0.017 0.009
C 6.05032 -4.04655 3.38073 -0.100 0.056 -0.043
C 5.80406 -4.03577 2.02532 0.072 -0.049 -0.191
C 4.68636 -3.34881 1.55976 0.019 0.046 0.225
C 3.80974 -2.67942 2.41648 -0.179 -0.419 0.014
C 4.11195 -2.71208 3.77895 0.253 -0.076 -0.100
C 5.22610 -3.39318 4.26880 -0.021 0.079 0.155
Sb 2.02699 -1.55135 1.57512 -1.192 1.648 0.679
C 1.13250 -3.42148 0.90585 0.103 -0.083 0.494
C 1.69268 -4.15922 -0.13396 -0.181 0.015 0.053
C 1.12250 -5.35520 -0.56349 0.042 -0.031 -0.163
C -0.01545 -5.80744 0.07030 0.096 0.132 0.003
F -0.57812 -6.97967 -0.34330 -0.026 -0.024 -0.006
C -0.59992 -5.10649 1.10349 -0.072 -0.023 0.129
C -0.02369 -3.90921 1.51274 0.067 -0.157 -0.005
C 1.39532 -0.91080 3.53452 0.733 -0.559 0.493
C 1.35798 0.45710 3.88510 0.377 -0.239 0.035
C 0.92422 0.86326 5.12734 -0.024 0.138 0.128
C 0.52072 -0.08684 6.05977 0.005 0.090 -0.129
F 0.09091 0.33532 7.30068 0.035 -0.012 -0.017
C 0.55367 -1.42334 5.77247 -0.186 -0.248 -0.016
C 1.00291 -1.83869 4.51114 0.056 0.347 -0.043
H 6.47457 -4.55044 1.34632 0.028 -0.009 0.041
H 4.50866 -3.33286 0.48811 0.010 -0.002 -0.014
H 3.47335 -2.19394 4.48387 -0.024 -0.005 -0.015
H 5.44805 -3.41256 5.32974 0.037 -0.026 -0.009
H 2.58802 -3.80104 -0.63275 0.028 -0.024 0.022
H 1.55754 -5.92805 -1.37409 -0.037 -0.034 0.007
H -1.49876 -5.48666 1.57502 0.011 -0.046 -0.037
H -0.47567 -3.32881 2.31288 0.001 0.102 -0.081
H 1.64597 1.20263 3.15526 -0.081 -0.012 -0.002
H 0.88478 1.91728 5.37913 -0.038 -0.017 0.019
H 0.24171 -2.14755 6.51791 -0.018 0.031 0.013
H 1.03440 -2.90186 4.29343 0.081 -0.024 0.062
O -0.05329 -0.64690 1.97619 2.276 -1.807 -1.286
```
Positions in Å, forces in eV/Å.

## Properties
energy: -73208.066 eV
Kohn-Sham gap: 4.6580 eV
LUMO: 4.3 eV
net charge: -2
HOMO energy: -0.01424 Eh


The following is a quantum chemistry calculation of C34H28IN2OPPdS3 as an isolated structure, from the Open Molecules 2025 dataset.

```
71
Properties=species:S:1:pos:R:3:forces:R:3
Pd -0.76928 -0.21417 0.33549 0.457 0.867 -0.013
S 0.76836 3.90089 0.11332 0.115 -0.133 -0.013
C 0.45634 2.29781 -0.04364 0.198 0.862 -0.084
S 1.14882 1.04266 0.90464 -0.885 -0.748 -0.292
S -0.65333 1.60314 -1.16295 -0.336 -0.409 0.543
I -3.27517 -1.13200 -0.21192 0.399 0.083 -0.121
C -2.82106 -1.62513 -2.21514 0.047 -0.131 0.116
C -3.85755 -1.25921 -3.02796 0.016 -0.023 -0.170
C -3.85494 -1.56597 -4.40033 -0.112 0.058 0.040
C -2.80760 -2.25932 -4.90881 0.042 -0.016 -0.043
C -1.71081 -2.63848 -4.09599 -0.025 0.003 0.089
C -0.67100 -3.36554 -4.72121 -0.084 0.037 -0.117
C 0.41243 -3.77604 -4.01992 0.122 -0.048 0.126
C 0.49964 -3.44277 -2.65820 -0.071 -0.091 -0.035
C -0.46302 -2.72709 -1.98746 -0.025 0.003 0.023
P -0.06350 -2.42346 -0.19792 0.174 -0.667 -0.013
C 1.75144 -2.21792 -0.11191 -0.046 -0.024 -0.083
C 2.33900 -2.43995 1.13571 0.022 0.048 -0.022
C 3.67027 -2.12115 1.35245 -0.002 0.018 0.005
C 4.43273 -1.57336 0.32754 -0.012 0.017 0.012
C 3.84842 -1.32597 -0.90444 -0.057 -0.003 -0.003
C 2.50952 -1.63209 -1.12015 0.080 0.006 0.042
C -0.30363 -4.15142 0.41223 0.095 -0.001 0.005
C -1.57886 -4.54127 0.81852 -0.020 -0.004 0.079
C -1.83180 -5.84895 1.21663 0.008 0.069 -0.052
C -0.80862 -6.78587 1.22299 -0.007 0.046 0.020
C 0.46848 -6.40638 0.83323 0.018 0.047 -0.039
C 0.71905 -5.10158 0.42847 -0.057 -0.044 -0.013
C -1.65369 -2.31782 -2.69847 -0.022 0.100 -0.048
H -4.70306 -0.73211 -2.60792 0.007 -0.009 -0.034
H -4.68890 -1.26566 -5.02209 0.035 -0.009 0.032
H -2.78847 -2.54021 -5.95532 0.035 0.017 0.028
H -0.76900 -3.58956 -5.77738 -0.007 0.015 0.033
H 1.20152 -4.34834 -4.49073 -0.001 0.028 0.021
H 1.37504 -3.76987 -2.11352 0.005 -0.016 -0.001
H 1.73810 -2.84383 1.94346 0.037 -0.014 0.021
H 4.11416 -2.28529 2.32741 -0.025 -0.030 -0.028
H 5.47093 -1.31605 0.49870 -0.031 -0.027 -0.007
H 4.43029 -0.87585 -1.69914 -0.032 0.011 0.014
H 2.05112 -1.38710 -2.06905 0.018 -0.005 -0.031
H -2.38383 -3.81588 0.83672 0.038 -0.027 -0.008
H -2.83230 -6.13111 1.52228 0.040 0.011 0.008
H -1.00156 -7.80337 1.53980 -0.003 0.020 -0.019
H 1.27486 -7.13066 0.83627 -0.024 0.036 0.011
H 1.72299 -4.82529 0.13100 -0.017 -0.002 -0.009
C -0.58050 3.10541 5.66652 0.104 0.072 -0.278
N -1.21988 2.27910 4.65857 -0.208 0.016 0.434
N -0.77798 0.99996 4.37174 0.251 0.015 0.009
C -1.28951 0.59133 3.15182 0.150 -0.168 0.154
O -1.09595 -0.55911 2.71306 -0.259 0.250 -0.094
C -2.01581 1.72134 2.65892 -0.032 0.025 -0.023
C -1.91915 2.71619 3.58550 -0.106 0.056 -0.016
C -2.45643 4.10560 3.53730 0.073 -0.054 -0.011
C -0.17024 0.14914 5.32893 -0.123 -0.013 -0.087
C 0.94154 -0.58370 4.93899 0.075 -0.050 -0.012
C 1.50075 -1.49238 5.82511 -0.009 0.020 0.013
C 0.95915 -1.66164 7.09383 0.014 0.038 -0.034
C -0.14074 -0.90818 7.48181 0.021 0.023 -0.017
C -0.71288 -0.00356 6.59784 -0.042 -0.045 0.071
H -0.07829 2.46955 6.38680 -0.002 -0.028 0.023
H -1.33693 3.69019 6.18533 -0.038 -0.008 0.011
H 0.15293 3.78315 5.22394 0.037 -0.035 -0.024
H -2.52213 1.78693 1.71160 0.029 -0.031 -0.047
H -2.92671 4.27552 2.57185 0.003 0.005 0.020
H -1.65967 4.84122 3.66097 -0.006 -0.015 -0.015
H -3.19644 4.26547 4.32433 0.022 0.006 -0.013
H 1.34361 -0.44382 3.94333 -0.025 -0.007 0.029
H 2.36924 -2.06569 5.52307 -0.055 0.002 0.013
H 1.39322 -2.37938 7.77871 -0.002 0.035 -0.015
H -0.56685 -1.03664 8.46927 0.015 0.017 -0.033
H -1.58636 0.57102 6.88396 0.002 -0.049 -0.029
```
Positions in Å, forces in eV/Å.

## Properties
energy: -94115.287 eV
Kohn-Sham gap (spin up / spin down): 6.2724 / 6.2722 eV
LUMO (spin up / spin down): -0.6 / -0.6 eV
net charge: 0
HOMO energy (spin up / spin down): -0.25254 / -0.25259 Eh


The following is a quantum chemistry calculation of C34H28O4S5Sn as an isolated structure, from the Open Molecules 2025 dataset.

```
72
Properties=species:S:1:pos:R:3:forces:R:3
Sn -0.03193 1.51113 1.91938 0.044 0.295 0.326
C 0.32119 -1.67607 -3.75363 -0.049 -0.016 -0.087
C -0.01960 -1.81216 -2.28897 0.024 0.018 0.107
C -0.53748 -3.19410 -1.94114 0.062 -0.116 -0.016
O -0.97432 -0.80330 -1.93468 0.078 0.132 -0.019
C -0.61891 -0.20888 -0.69734 -0.013 -0.169 -0.072
C 0.69157 -0.93607 -0.29898 0.056 -0.069 -0.006
O 1.12619 -1.50553 -1.52301 -0.008 0.074 -0.008
C 1.84656 -0.09583 0.29825 -0.090 0.187 -0.023
O 1.43614 0.29341 1.60864 0.372 -0.215 -0.176
C 3.06154 -1.00560 0.46159 0.068 -0.011 0.014
C 3.90369 -1.26245 -0.61712 0.016 0.034 -0.019
C 4.99313 -2.10543 -0.47320 -0.006 -0.018 0.043
C 5.25820 -2.70144 0.75410 -0.025 0.027 -0.011
C 4.42603 -2.44498 1.83233 -0.010 0.017 -0.029
C 3.33135 -1.59970 1.68749 0.001 -0.080 0.004
C 2.24272 1.16484 -0.48427 0.039 -0.051 -0.004
C 3.03544 2.10011 0.18372 0.036 -0.018 -0.012
C 3.44986 3.26452 -0.44270 -0.022 -0.034 0.011
C 3.07975 3.51824 -1.75674 -0.015 -0.039 0.013
C 2.30622 2.59019 -2.43658 0.021 0.011 0.016
C 1.89888 1.41823 -1.80974 -0.060 0.013 0.058
C -1.83770 -0.25886 0.25330 -0.084 0.146 0.101
O -1.51423 0.36184 1.49797 -0.315 -0.338 -0.129
C -3.00923 0.55136 -0.31508 0.064 0.061 -0.009
C -4.18199 0.58719 0.43913 -0.006 -0.004 0.045
C -5.25491 1.36942 0.05138 0.012 0.013 -0.040
C -5.17500 2.13660 -1.10661 0.009 -0.024 0.030
C -4.01630 2.10872 -1.86258 0.009 -0.032 0.025
C -2.93733 1.32109 -1.46947 -0.034 -0.025 -0.025
C -2.24346 -1.69682 0.54059 -0.031 -0.042 0.017
C -1.69154 -2.38140 1.61873 -0.022 -0.048 0.011
C -2.00939 -3.71419 1.84706 -0.004 0.033 -0.030
C -2.89363 -4.37354 1.00462 -0.005 0.021 -0.026
C -3.45826 -3.69245 -0.06551 -0.001 0.004 0.055
C -3.13311 -2.36443 -0.29577 -0.064 0.047 0.022
H -0.53735 -1.96519 -4.36010 0.018 0.008 0.003
H 1.15955 -2.32833 -3.99702 -0.015 0.001 0.007
H 0.58434 -0.64668 -3.99215 0.026 0.000 0.029
H -1.49270 -3.37606 -2.43362 0.039 0.009 0.008
H -0.67731 -3.30366 -0.86548 0.025 -0.015 -0.068
H 0.18688 -3.93689 -2.27823 -0.014 -0.005 0.001
H -0.39943 0.85631 -0.86150 -0.034 0.067 -0.047
H 0.49160 -1.72245 0.43554 -0.031 0.011 0.019
H 3.70735 -0.79776 -1.57503 -0.006 -0.006 0.022
H 5.64006 -2.29458 -1.32061 -0.005 0.001 0.010
H 6.11241 -3.35655 0.86770 -0.005 0.002 0.002
H 4.62727 -2.89938 2.79440 -0.001 0.005 -0.010
H 2.68781 -1.39477 2.53185 0.017 -0.002 -0.013
H 3.33718 1.90156 1.20515 -0.017 0.000 0.003
H 4.06063 3.97602 0.09843 -0.002 -0.011 -0.007
H 3.39714 4.42908 -2.24769 -0.003 -0.005 0.003
H 2.01855 2.77144 -3.46469 0.002 -0.003 0.009
H 1.31566 0.69887 -2.36321 -0.009 -0.017 -0.029
H -4.24434 -0.00293 1.34603 0.007 0.011 -0.016
H -6.15528 1.38370 0.65253 0.009 0.000 -0.007
H -6.01271 2.74911 -1.41464 0.004 -0.004 0.007
H -3.94400 2.69787 -2.76807 0.004 -0.005 0.006
H -2.05765 1.30050 -2.09731 0.010 0.004 0.002
H -1.01387 -1.86663 2.28671 -0.013 0.001 0.007
H -1.56917 -4.23408 2.68868 -0.007 0.005 -0.009
H -3.14706 -5.41032 1.18531 0.004 0.004 -0.002
H -4.15318 -4.19700 -0.72514 0.006 0.004 0.007
H -3.56938 -1.83986 -1.13665 0.003 -0.003 0.014
S -0.35739 7.59175 5.61876 0.180 0.044 0.036
C -0.19819 6.20250 4.78110 -0.447 -0.038 -0.075
S -0.15597 6.12820 3.05024 0.129 -0.021 -0.084
C -0.09126 4.38400 2.89396 -0.004 0.146 -0.096
C -0.12346 3.68891 4.04055 -0.006 -0.063 0.061
S -0.08639 1.93908 4.25175 -0.004 0.026 0.052
S -0.22601 4.63265 5.50966 0.124 -0.080 0.077
S 0.01555 3.77793 1.23767 -0.031 0.147 -0.072
```
Positions in Å, forces in eV/Å.

## Properties
energy: -103911.570 eV
Kohn-Sham gap: 7.6978 eV
LUMO: -0.3 eV
net charge: 0
HOMO energy: -0.29528 Eh